CH14O7 | ωB97M-V with the def2-TZVPD basis set

Calculated values
SMILES: C=O.O.O.O.O.O.O
E_tot (a.u.): -573.077111
Energy relative to the best compared isomer or geometry (same formula, charge and spin) (kcal/mol): 46.3
HOMO-LUMO gap (Ha): 0.389
Largest force on an atom (eV/Å): 6.639

```
! RIJCOSX wB97M-V def2-TZVPD def2/J DEFGRID3
* xyz 0 1
O -0.6242 -0.9923 1.3758
C -0.9732 -1.6144 0.4468
H -0.8269 -2.6912 0.3331
H -1.6437 -1.1476 -0.2643
H 2.3456 -1.4141 -0.4302
H 3.1030 -0.1599 -1.2804
O 2.9217 -1.1786 -1.2039
H -5.0005 3.2426 3.0344
H -5.4810 2.1820 2.2751
O -4.6197 2.3969 2.5999
H 1.3543 -1.7971 -3.7900
H 2.1790 -1.8795 -2.7266
O 1.3681 -2.2169 -2.9898
H 0.2218 6.8260 1.2942
H -0.5845 6.0830 0.2985
O 0.1220 6.5889 0.3594
H 0.3550 -5.0871 -0.7057
H 1.1741 -3.9468 -1.3851
O 0.3246 -4.2592 -1.0931
H 1.1232 1.0210 1.0663
H 1.4182 -0.3537 1.6081
O 1.7430 0.3981 1.1775
*
```

***

CH15B3OV | ωB97M-V with the def2-TZVPD basis set

Calculated values
E_tot (a.u.): -1140.595225
Energy relative to the best compared isomer or geometry (same formula, charge and spin) (kcal/mol): 84.9
Expectation value of S²: 3.755
HOMO-LUMO gap (alpha / beta) (Ha): 0.183 / 0.241
Largest force on an atom (eV/Å): 4.440

```
! RIJCOSX wB97M-V def2-TZVPD def2/J DEFGRID3
* xyz -2 4
V -0.2677 -0.0791 -0.1705
B -1.8991 1.2065 0.8315
H -1.1633 1.5902 0.1418
H -2.3374 0.3915 0.2766
H -1.4747 0.8249 1.7472
H -2.6378 1.9444 1.1035
B -0.6605 -2.2549 0.2984
H -0.9261 -3.2461 0.6317
H -1.4034 -1.9134 -0.4057
H -0.6499 -1.5264 1.0943
H 0.2568 -2.2553 -0.2699
B -0.2786 0.3375 -2.2997
H -0.3106 0.8394 -3.2543
H 0.0352 -0.6948 -2.3177
H 0.4356 0.8477 -1.6722
H -1.2777 0.3053 -1.8935
C 2.9358 0.7152 1.2144
O 1.6799 0.3415 0.7958
H 3.7873 0.1894 0.7825
H 3.1289 1.7777 1.0666
H 3.0273 0.6587 2.2991
*
```

***

CH15NO5 | ωB97M-V with the def2-TZVPD basis set

Calculated values
SMILES: CN.O.O.O.O.O
E_tot (a.u.): -477.973151
Energy relative to the best compared isomer or geometry (same formula, charge and spin) (kcal/mol): 59.0
HOMO-LUMO gap (Ha): 0.350
Largest force on an atom (eV/Å): 7.499

```
! RIJCOSX wB97M-V def2-TZVPD def2/J DEFGRID3
* xyz 0 1
C -1.3554 -0.7999 -1.8360
N -0.8536 -0.8564 -0.4195
H -1.8818 -1.6542 -2.3237
H -0.6421 -0.6121 -2.5441
H -2.1436 -0.0210 -1.9130
H -1.7875 -0.6854 0.0996
H -0.2799 -1.7091 -0.2494
H 1.6750 -1.7243 0.8115
H 2.0619 -3.0786 0.0254
O 1.6020 -2.2830 0.0700
H 2.4209 1.0104 -2.3934
H 1.0599 0.6742 -3.1771
O 1.8477 1.2309 -3.0902
H -0.4731 1.5266 0.2109
H 0.6650 1.9674 -0.5882
O 0.2533 2.0487 0.1667
H -2.1872 0.2678 1.9464
H -2.0083 -1.3397 2.0773
O -2.5651 -0.6209 1.8017
H 0.8302 0.9240 2.2645
H 1.1825 2.1526 3.0487
O 0.7961 1.2733 3.1528
*
```

***

CH15NO5 | ωB97M-V with the def2-TZVPD basis set

Calculated values
E_tot (a.u.): -478.044187
Energy relative to the best compared isomer or geometry (same formula, charge and spin) (kcal/mol): 14.4
HOMO-LUMO gap (Ha): 0.391
Largest force on an atom (eV/Å): 1.284

```
! RIJCOSX wB97M-V def2-TZVPD def2/J DEFGRID3
* xyz 0 1
H -0.0647 -0.5521 0.1580
O 0.9147 -0.4973 -0.4939
N -0.9624 -0.3236 1.1342
H 1.3806 -1.3182 -0.2948
H -0.4603 0.3787 1.6624
H -1.0924 -1.1582 1.6572
C -2.2472 0.1514 0.6045
H -2.7401 -0.7523 0.2558
H -2.8513 0.5834 1.3603
H -2.1488 0.8806 -0.1913
O 2.6550 1.2839 0.3554
H 3.3274 0.7013 0.7309
H 1.9568 0.6591 -0.0195
O 1.1678 0.1747 -3.1873
H 1.6825 0.9276 -2.8888
H 0.8057 -0.2107 -2.3711
O -1.8328 -2.4911 -1.5496
H -0.9713 -2.9168 -1.6103
H -1.8519 -1.9274 -2.3314
O 0.8962 1.8353 2.3929
H 0.7126 2.7060 2.7506
H 1.7238 1.8657 1.8759
*
```

***

CH15O9V | ωB97M-V with the def2-TZVPD basis set

Calculated values
E_tot (a.u.): -1668.212981
Energy relative to the best compared isomer or geometry (same formula, charge and spin) (kcal/mol): 32.1
HOMO-LUMO gap (Ha): 0.291
Largest force on an atom (eV/Å): 4.551

```
! RIJCOSX wB97M-V def2-TZVPD def2/J DEFGRID3
* xyz 0 1
O 0.6099 -0.6740 0.5633
V 0.2746 0.7226 -0.1491
O -1.3768 0.8135 -0.1503
C 1.4497 1.3376 -3.2239
O 0.7192 0.6289 -2.2704
H 2.1926 1.8832 -2.6421
H 2.1128 0.6955 -3.8037
H 0.8403 1.9392 -3.8983
O 0.8961 -3.8201 1.7398
H 0.8499 -4.2358 0.8788
H 0.8919 -2.8812 1.5534
O 2.4041 1.2838 0.5261
H 3.0187 1.4490 -0.1889
H 2.9465 0.9342 1.2330
O -2.2328 -3.1561 0.9030
H -2.3922 -2.9926 1.8326
H -1.8805 -2.3304 0.5711
O 0.3313 3.1501 0.3329
H -0.3067 3.8544 0.2175
H 0.9923 3.5187 0.9189
O -3.0344 -1.5688 -1.5155
H -3.5278 -2.3862 -1.5830
H -3.4799 -1.0757 -0.8266
O -0.6853 0.9873 2.6121
H -0.4083 1.5951 3.2976
H -1.2052 0.3280 3.0717
*
```

***

CH16BeO7 | ωB97M-V with the def2-TZVPD basis set

Calculated values
E_tot (a.u.): -588.466790
HOMO-LUMO gap (Ha): 0.307
Largest force on an atom (eV/Å): 2.285

```
! RIJCOSX wB97M-V def2-TZVPD def2/J DEFGRID3
* xyz 2 1
Be 4.5444 1.9226 21.5392
O 6.0088 3.5439 20.1748
H 6.9160 3.2931 20.3487
H 6.0576 4.0939 19.3929
O 6.8599 1.9098 22.6311
H 6.5538 2.6195 23.1958
H 7.7515 1.7323 22.9306
O 3.8789 1.2915 23.8331
H 3.9966 1.2329 24.7812
H 3.0736 0.8037 23.6606
O 5.2682 0.9868 19.3904
H 4.8014 1.2083 18.5847
H 5.7189 0.1668 19.1889
O 4.6463 -0.5294 21.7991
H 5.1044 -1.1051 22.4116
H 4.4737 -1.0802 21.0355
O 3.0637 3.9251 20.9179
H 2.7306 4.4610 20.1982
H 3.0854 4.5184 21.6688
C 1.6401 0.7246 19.6959
O 2.2859 1.1922 20.8497
H 0.7198 0.1708 19.8813
H 1.2059 1.5493 19.1308
H 2.3417 0.1334 19.1074
H 1.6199 1.4435 21.4938
*
```

***

CH16NO5 | ωB97M-V with the def2-TZVPD basis set

Calculated values
E_tot (a.u.): -478.437538
Energy relative to the best compared isomer or geometry (same formula, charge and spin) (kcal/mol): 17.0
HOMO-LUMO gap (Ha): 0.436
Largest force on an atom (eV/Å): 1.210

```
! RIJCOSX wB97M-V def2-TZVPD def2/J DEFGRID3
* xyz 1 1
C -1.0579 -1.6938 -2.7344
N -1.1543 -0.9822 -1.4370
H -1.9185 -2.3379 -2.8657
H -0.8625 -1.0086 -3.5356
H -0.1593 -2.3210 -2.7753
H -2.0993 -0.6460 -1.2591
H -0.4345 -0.2595 -1.3859
H -0.8041 -1.5638 -0.6600
H -1.5992 -3.0796 1.2621
H -0.5299 -2.1253 1.8471
O -1.0633 -2.3040 1.0652
H 2.6054 2.0555 0.1516
H 2.4707 2.0009 1.6408
O 2.6131 1.4087 0.8692
H -1.2686 1.3427 0.6266
H -1.6908 2.6561 -0.0690
O -1.5767 1.7115 -0.2067
H 1.8112 -1.4636 0.0179
H 1.6426 0.1075 0.2544
O 1.2467 -0.7040 -0.1360
H 1.0961 2.4718 3.6195
H 1.4022 3.8414 2.9221
O 1.3309 2.8931 2.7883
*
```

***

CH16O6 | ωB97M-V with the def2-TZVPD basis set

Calculated values
E_tot (a.u.): -498.721335
Energy relative to the best compared isomer or geometry (same formula, charge and spin) (kcal/mol): 10.0
Expectation value of S²: 0.755
HOMO-LUMO gap (alpha / beta) (Ha): 0.395 / 0.121
Largest force on an atom (eV/Å): 4.031

```
! RIJCOSX wB97M-V def2-TZVPD def2/J DEFGRID3
* xyz 1 2
C 1.1576 -0.1885 1.5629
H 1.8984 -0.8869 1.9715
H 1.3560 0.1580 0.5937
H 0.2531 -0.7590 1.4947
H 1.0266 0.6584 2.2624
H -0.5504 2.5129 -1.9183
H -0.6495 1.3619 -0.7955
O -0.0275 1.7874 -1.4991
H -0.0001 -2.1051 -2.5062
H 1.0382 -1.0489 -1.9782
O 0.2812 -1.5729 -1.6985
H -0.8705 -3.0540 1.1783
H -0.5187 -2.3449 -0.1343
O -1.0695 -2.2775 0.6287
H -1.4268 1.7887 2.9532
H -1.2279 1.5206 1.3943
O -1.0182 2.1382 2.1689
H 1.6711 0.9559 -1.6015
H 3.0426 0.6651 -2.0690
O 2.2853 0.2426 -1.8281
H -2.9409 0.4280 -0.2009
H -1.6759 -0.4770 -0.0710
O -2.0343 0.4967 0.0922
*
```

***

CH16O7 | ωB97M-V with the def2-TZVPD basis set

Calculated values
E_tot (a.u.): -574.340981
Energy relative to the best compared isomer or geometry (same formula, charge and spin) (kcal/mol): 23.2
HOMO-LUMO gap (Ha): 0.394
Largest force on an atom (eV/Å): 4.251

```
! RIJCOSX wB97M-V def2-TZVPD def2/J DEFGRID3
* xyz 0 1
C -0.7790 -1.5916 1.8487
O -0.0341 -0.6470 1.0228
H -1.8076 -1.5800 1.7764
H -0.6228 -2.6840 1.5251
H -0.3573 -1.5391 2.8391
H -0.8293 0.0872 0.5963
H -0.9806 -0.3397 -1.4112
H -0.3837 -1.5743 -1.9961
O -1.0538 -0.9007 -2.2027
H -0.7978 1.6524 0.0329
H -2.3226 0.9149 0.2339
O -1.4635 0.7890 -0.1506
H 1.2624 -2.7805 -1.0141
H 0.8821 -1.5596 -0.2588
O 1.4901 -1.9165 -0.9197
H 0.7564 2.5621 0.5139
H 0.5005 2.3367 -0.9962
O 0.1030 2.7419 -0.1899
H 0.9935 0.6544 1.4742
H 1.5583 1.4212 2.6979
O 1.3971 1.5482 1.7726
H 0.3533 1.1736 -2.9122
H 1.1682 0.1240 -2.1125
O 0.9672 1.1076 -2.1696
*
```

***

CH17LiO8 | ωB97M-V with the def2-TZVPD basis set

Calculated values
E_tot (a.u.): -657.661394
Energy relative to the best compared isomer or geometry (same formula, charge and spin) (kcal/mol): 30.7
HOMO-LUMO gap (Ha): 0.341
Largest force on an atom (eV/Å): 8.195

```
! RIJCOSX wB97M-V def2-TZVPD def2/J DEFGRID3
* xyz 0 1
Li 13.6254 52.7792 45.6026
C 13.7344 51.0917 44.5225
O 12.5961 51.6413 45.1393
H 14.0084 51.2250 43.5905
H 13.9185 50.1196 44.9182
H 14.6720 51.7009 45.0845
O 11.8421 49.8305 42.5204
H 11.5580 49.6624 43.4341
H 12.6107 50.5931 42.6844
O 13.2554 53.8833 43.6507
H 12.9134 54.8326 43.6954
H 12.4678 53.3145 43.5352
O 15.7384 53.3780 45.6887
H 15.5616 54.1022 46.3216
H 16.0965 52.4107 46.1043
O 11.0082 52.7968 43.3911
H 10.3988 52.1564 42.8379
H 11.5269 52.2560 44.0481
O 10.5439 49.8384 45.7308
H 11.4340 50.3396 45.6327
H 9.8638 50.4708 45.2579
O 15.5959 47.9183 46.1736
H 16.1513 48.5866 45.8987
H 15.9849 47.0186 45.9885
O 13.3648 50.3876 47.5873
H 14.2356 50.0178 47.7253
H 13.2770 50.2217 46.7194
*
```

***

CH19O9 | ωB97M-V with the def2-TZVPD basis set

Calculated values
E_tot (a.u.): -726.713742
Energy relative to the best compared isomer or geometry (same formula, charge and spin) (kcal/mol): 0.0
HOMO-LUMO gap (Ha): 0.323
Largest force on an atom (eV/Å): 0.729

```
! RIJCOSX wB97M-V def2-TZVPD def2/J DEFGRID3
* xyz -1 1
C 1.2876 -4.9196 28.1403
O 2.2212 -4.5326 27.1863
H 1.1698 -6.0200 28.1369
H 1.5298 -4.5726 29.1640
H 0.2619 -4.5523 27.9075
O -0.9795 -1.0410 28.0884
H -0.8006 -1.9472 28.3616
H -0.1117 -0.6274 28.0645
O -1.9524 -5.5850 26.0606
H -1.0688 -5.2053 25.9598
H -1.8853 -6.1104 26.8662
O 4.7486 -5.0882 26.0527
H 3.8353 -4.7834 26.2348
H 5.3029 -4.3525 26.3263
O -1.0076 -7.1966 29.1277
H -0.5561 -6.6155 29.7482
H -0.2887 -7.6470 28.6700
O 1.0052 -5.7364 25.0574
H 0.9035 -5.1482 24.3025
H 1.4715 -5.1933 25.7421
O 1.2592 -2.2821 25.7801
H 1.6968 -1.7584 26.4567
H 1.1782 -3.1593 26.2069
O 3.8797 -2.8321 28.6224
H 3.1905 -3.3061 28.0967
H 3.9755 -3.3668 29.4151
O 3.8018 -6.8500 28.0790
H 4.1249 -6.9375 27.1761
H 3.2439 -6.0577 28.0068
*
```